A structure of composition C18H26CaCl2CsF3K2N3O17PS in a non-equilibrium geometry. Source: OMol25; level of theory: ωB97M-V with the def2-TZVPD basis set.

Structure (XYZ):
```
75
Properties=species:S:1:pos:R:3:mulliken_charge:R:1
O -3.90749 -7.12201 -2.55340 -0.628
P -3.73765 -7.83084 -1.24755 1.045
O -3.13123 -9.36253 -1.45243 -0.485
O -5.21794 -8.04857 -0.54174 -0.306
C -6.08478 -8.82464 -1.40992 -0.197
C -7.60626 -8.37327 -1.25720 -1.074
C -7.84558 -6.86356 -1.68427 -0.077
S -8.40513 -6.75508 -3.44741 -0.456
O -2.70427 -7.05283 -0.19857 -0.292
C -1.93457 -6.04228 -0.85671 -0.471
O -0.74393 -5.84452 -0.06884 -0.407
C -0.63980 -4.56821 0.41189 -0.099
C 0.72139 -3.93072 0.35152 -0.416
C 1.02257 -2.57785 0.86177 -0.008
C -0.03601 -1.77093 1.47204 0.191
C -1.48949 -2.41950 1.52936 -0.675
C -1.74158 -3.77543 1.02128 -0.021
H -2.65404 -9.42945 -2.30542 0.340
H -5.84182 -8.73304 -2.50399 0.233
H -6.01217 -9.92426 -1.16480 0.363
H -8.22075 -9.00318 -1.97144 0.371
H -7.92419 -8.59103 -0.20223 0.336
H -8.68455 -6.44273 -1.04978 0.335
H -6.95579 -6.20442 -1.51105 0.256
H -8.88376 -5.46131 -3.65038 0.070
H -1.59962 -6.47548 -1.84889 0.398
H -2.51255 -5.10751 -1.07938 0.448
H 1.59339 -4.51128 -0.07941 0.625
H 2.07365 -2.18726 0.80250 0.160
H 0.22079 -0.71931 1.88392 -0.696
H -2.32008 -1.77003 2.02249 0.309
H -2.77656 -4.19924 1.08905 0.535
K -0.57379 -0.74063 3.51810 0.984
O 1.92189 1.13018 8.33661 -0.621
Cl 2.28968 1.35738 6.96770 1.620
O 1.38506 2.32741 6.36748 -0.682
O 2.19893 0.10398 6.22808 -0.662
O 3.63945 1.85534 6.89848 -0.607
Cs 1.97749 1.44144 2.01539 1.030
N -4.26332 -11.18906 -3.56895 0.942
O -3.19033 -11.72641 -3.90431 -0.653
O -4.93206 -11.66022 -2.62904 -0.616
O -4.66646 -10.16974 -4.17221 -0.617
N 4.30668 6.20308 -0.15411 -0.001
C 4.74858 7.29505 0.54595 -0.619
C 6.09099 7.13425 0.77666 0.059
C 6.47707 5.90118 0.18950 -0.832
C 5.35745 5.35127 -0.37897 -0.472
H 3.36063 6.05096 -0.45628 0.174
H 4.07095 8.08830 0.81941 0.402
H 6.72435 7.82243 1.30492 0.487
H 7.46487 5.46729 0.18414 0.382
H 5.21525 4.43002 -0.92238 0.419
C 6.49995 12.35085 -1.12620 -0.915
C 7.32690 13.19803 -0.16526 0.025
O 7.00643 13.04158 1.16384 -0.260
C 7.57621 11.88221 1.86451 0.199
O 8.86613 11.82919 1.70280 -0.603
C 6.85089 10.53239 1.53976 0.765
F 5.51343 10.72096 1.40975 -0.291
F 6.99473 9.64950 2.54589 -0.278
F 7.26297 9.91827 0.41558 -0.242
H 5.45724 12.30682 -0.81184 0.281
H 6.55143 12.76282 -2.13451 0.439
H 6.88339 11.33441 -1.17791 0.250
H 7.08412 14.27615 -0.39500 0.189
H 8.41613 13.06942 -0.35220 0.325
H 7.21850 12.08305 2.89230 0.272
Ca 3.17784 -5.18013 0.47722 0.159
N -10.91744 -4.57618 -1.95200 0.885
O -11.70763 -5.33321 -2.55104 -0.598
O -10.62150 -3.46733 -2.44452 -0.629
O -10.41214 -4.93236 -0.86774 -0.630
Cl 8.42786 14.76521 -1.59791 -0.146
K -9.07901 -6.78285 -5.76271 0.980
```

M (u): 998.5
Charge: 0
Frontier orbital gap (eV): 0.8848
E (eV): -163293.3432
Highest occupied orbital energy (eV): -6.56